# 1
{"formula": "H8OSi3", "method": "wB97M-V/def2-TZVPD", "charge": 0, "gap_ev": 10.14, "elements": ["O", "Si", "Si", "Si", "H", "H", "H", "H", "H", "H", "H", "H"], "xyz": [[0.905, -0.283, 0.350], [2.242, 0.332, -0.186], [-2.182, 0.553, -0.154], [-0.567, -0.973, 0.667], [2.605, -0.785, -1.291], [3.025, 0.515, 0.937], [1.840, 1.592, -0.717], [-2.927, 1.502, 0.865], [-1.150, 1.444, -0.904], [-3.150, -0.258, -1.034], [-0.141, -1.242, 2.016], [-0.500, -2.398, -0.549]], "nbo_charge": [-1.322, 1.298, 0.311, 1.025, -0.198, -0.223, -0.227, -0.104, -0.103, -0.104, -0.170, -0.183]}



# 2
{"formula": "C29H43N2O4SeW", "method": "wB97M-V/def2-TZVPD", "charge": 1, "gap_ev": 7.82, "elements": ["W", "C", "C", "C", "C", "C", "C", "C", "Se", "C", "C", "C", "C", "C", "C", "O", "C", "C", "C", "C", "C", "C", "C", "C", "C", "O", "C", "C", "C", "C", "C", "C", "H", "H", "H", "H", "H", "H", "H", "H", "H", "H", "H", "H", "H", "H", "H", "H", "H", "H", "H", "H", "H", "H", "H", "H", "H", "H", "H", "H", "H", "H", "H", "H", "H", "H", "H", "H", "H", "H", "H", "H", "N", "N", "C", "O", "O", "H", "H", "H"], "xyz": [[0.026, -2.187, 1.745], [-2.809, 4.126, -1.030], [-3.773, 2.943, -1.109], [-4.017, 2.614, -2.589], [-5.098, 3.344, -0.445], [-3.214, 1.705, -0.411], [-1.987, 1.701, 0.238], [-1.532, 0.528, 0.817], [0.023, 0.479, 1.953], [1.574, 0.534, 0.811], [2.027, 1.701, 0.235], [3.255, 1.710, -0.423], [4.004, 0.537, -0.417], [3.591, -0.663, 0.171], [2.338, -0.632, 0.769], [1.793, -1.771, 1.353], [4.448, -1.931, 0.124], [3.706, -3.033, -0.649], [4.760, -2.401, 1.554], [5.780, -1.680, -0.585], [3.735, 2.992, -1.102], [3.873, 4.100, -0.048], [2.699, 3.413, -2.155], [5.083, 2.809, -1.796], [-2.290, -0.635, 0.780], [-1.747, -1.774, 1.365], [-3.549, -0.671, 0.181], [-3.961, 0.523, -0.403], [-4.400, -1.943, 0.136], [-3.656, -3.042, -0.640], [-4.706, -2.414, 1.566], [-5.735, -1.697, -0.569], [-3.242, 4.979, -1.553], [-1.851, 3.901, -1.504], [-2.626, 4.435, 0.002], [-4.410, 3.492, -3.103], [-4.741, 1.807, -2.713], [-3.090, 2.316, -3.082], [-5.498, 4.238, -0.927], [-4.955, 3.563, 0.614], [-5.849, 2.558, -0.532], [-1.388, 2.598, 0.306], [1.430, 2.602, 0.306], [4.968, 0.549, -0.899], [2.765, -3.313, -0.179], [4.331, -3.927, -0.695], [3.501, -2.715, -1.673], [3.869, -2.745, 2.075], [5.218, -1.599, 2.136], [5.465, -3.233, 1.518], [5.640, -1.378, -1.625], [6.353, -2.608, -0.591], [6.381, -0.924, -0.077], [2.922, 4.318, 0.440], [4.221, 5.021, -0.520], [4.594, 3.820, 0.723], [1.726, 3.623, -1.707], [2.566, 2.633, -2.906], [3.032, 4.321, -2.660], [5.874, 2.545, -1.091], [5.371, 3.746, -2.273], [5.040, 2.043, -2.573], [-4.927, 0.541, -0.884], [-2.712, -3.319, -0.174], [-3.457, -2.722, -1.665], [-4.278, -3.938, -0.685], [-3.811, -2.755, 2.084], [-5.408, -3.249, 1.533], [-5.164, -1.614, 2.151], [-5.599, -1.393, -1.609], [-6.338, -0.943, -0.058], [-6.305, -2.626, -0.574], [0.035, -3.151, 3.665], [0.127, -4.547, 3.481], [0.008, -5.057, 2.184], [-0.039, -6.232, 1.986], [0.003, -4.108, 1.237], [0.819, -2.805, 4.218], [-0.814, -2.884, 4.168], [0.000, -5.147, 4.279]], "lowdin_charge": [1.562, -0.062, -0.555, -0.036, -0.035, -0.141, -0.034, -0.392, 1.207, -0.390, -0.042, -0.140, 0.062, -0.076, -0.292, -0.311, -0.530, -0.025, -0.032, -0.059, -0.555, -0.037, -0.039, -0.058, -0.292, -0.312, -0.075, 0.052, -0.530, -0.025, -0.032, -0.059, 0.092, 0.086, 0.089, 0.092, 0.081, 0.094, 0.092, 0.094, 0.081, 0.101, 0.111, 0.091, 0.068, 0.095, 0.097, 0.069, 0.096, 0.092, 0.092, 0.093, 0.094, 0.079, 0.092, 0.094, 0.074, 0.095, 0.092, 0.091, 0.092, 0.093, 0.101, 0.068, 0.097, 0.095, 0.068, 0.092, 0.096, 0.092, 0.094, 0.093, -0.065, 0.027, -0.652, 0.140, -0.194, 0.134, 0.136, 0.160]}



# 3
{"formula": "C5H9N3O2", "method": "wB97M-V/def2-TZVPD", "smiles": "C[C@@H]1N=N[C@H](C(=O)O)N1C", "charge": 0, "gap_ev": 10.26, "elements": ["C", "C", "C", "C", "C", "N", "N", "N", "O", "O", "H", "H", "H", "H", "H", "H", "H", "H", "H"], "xyz": [[2.135, -0.373, -0.216], [1.146, -0.009, 0.867], [-0.735, 0.927, -0.050], [-0.727, 0.913, -1.563], [-1.330, -1.199, 1.159], [1.219, 1.398, 0.888], [0.237, 1.885, 0.311], [-0.367, -0.396, 0.357], [1.634, -1.069, -1.163], [3.302, -0.065, -0.119], [1.546, -0.481, 1.830], [-1.649, 1.224, 0.305], [-1.470, 0.012, -1.774], [0.215, 0.670, -1.950], [-1.076, 1.792, -1.918], [-2.310, -0.827, 0.825], [-1.235, -2.219, 0.967], [-1.213, -1.020, 2.169], [0.679, -1.162, -0.924]], "nbo_charge": [0.747, -0.077, 0.012, -0.573, -0.387, -0.101, -0.099, -0.500, -0.651, -0.564, 0.249, 0.199, 0.199, 0.219, 0.214, 0.202, 0.205, 0.190, 0.515]}



# 4
{"formula": "C5H13NO", "method": "wB97M-V/def2-TZVPD", "smiles": "C=CC[C@H](C)N.O", "charge": 0, "gap_ev": 9.94, "elements": ["C", "C", "C", "C", "C", "N", "H", "H", "H", "H", "H", "H", "H", "H", "H", "H", "H", "H", "H", "O"], "xyz": [[0.540, -1.351, -1.135], [1.000, 0.017, -0.619], [0.904, 0.170, 0.912], [-0.477, -0.222, 1.488], [-1.168, 0.560, 2.302], [2.358, 0.449, -1.099], [0.349, -1.603, -2.184], [-0.377, -1.639, -0.643], [1.212, -2.118, -0.686], [0.316, 0.786, -1.020], [1.747, -0.307, 1.461], [0.955, 1.239, 1.153], [-0.914, -1.111, 1.088], [-2.222, 0.453, 2.505], [-0.722, 1.415, 2.812], [2.143, 0.975, -1.995], [2.880, -0.400, -1.458], [-2.899, 0.117, -0.870], [-2.866, 1.539, -1.413], [-2.759, 1.030, -0.600]], "nbo_charge": [-0.643, -0.048, -0.445, -0.170, -0.380, -0.826, 0.220, 0.208, 0.202, 0.186, 0.214, 0.219, 0.178, 0.199, 0.185, 0.352, 0.350, 0.467, 0.468, -0.933]}



# 5
{"formula": "Cd3I", "method": "wB97M-V/def2-TZVPD", "charge": 5, "gap_ev": 4.50, "elements": ["Cd", "Cd", "Cd", "I"], "xyz": [[2.548, 2.023, 2.083], [-3.557, -0.694, 1.630], [0.715, -1.001, -3.853], [0.294, -0.328, 0.140]], "nbo_charge": [1.793, 1.845, 1.850, -0.488]}



# 6
{"formula": "C46H46BaClN7O5S2", "method": "wB97M-V/def2-TZVPD", "charge": 0, "gap_ev": 7.86, "elements": ["Ba", "C", "C", "C", "C", "C", "C", "C", "N", "N", "C", "C", "C", "C", "C", "C", "N", "C", "C", "C", "C", "C", "C", "N", "H", "H", "H", "H", "H", "H", "H", "H", "H", "H", "H", "H", "H", "H", "H", "H", "H", "H", "H", "H", "O", "S", "C", "C", "C", "C", "S", "O", "C", "C", "C", "C", "C", "C", "C", "C", "C", "C", "C", "C", "H", "H", "H", "H", "H", "H", "H", "H", "H", "H", "H", "H", "H", "H", "H", "H", "H", "H", "C", "C", "C", "C", "Cl", "C", "C", "C", "O", "C", "C", "O", "O", "H", "H", "H", "H", "H", "H", "H", "H", "N", "C", "N", "C", "N"], "xyz": [[0.348, 0.367, -0.722], [3.879, 0.078, -2.312], [4.589, -0.841, -1.317], [4.235, -0.703, 0.141], [5.244, -0.520, 1.081], [4.919, -0.457, 2.422], [3.594, -0.585, 2.792], [2.654, -0.749, 1.792], [2.954, -0.803, 0.494], [2.529, -0.288, -2.793], [2.437, -1.663, -3.288], [2.249, -2.729, -2.223], [3.000, -3.897, -2.239], [2.775, -4.859, -1.274], [1.803, -4.628, -0.314], [1.095, -3.442, -0.382], [1.296, -2.514, -1.316], [2.253, 0.652, -3.901], [0.839, 0.617, -4.432], [0.488, -0.094, -5.572], [-0.818, -0.021, -6.027], [-1.720, 0.776, -5.345], [-1.280, 1.454, -4.220], [-0.035, 1.371, -3.761], [4.537, 0.154, -3.191], [3.803, 1.079, -1.880], [5.653, -0.620, -1.416], [4.478, -1.885, -1.609], [6.274, -0.427, 0.758], [5.687, -0.305, 3.171], [3.289, -0.537, 3.827], [1.601, -0.820, 2.045], [3.304, -1.919, -3.916], [1.553, -1.716, -3.925], [3.764, -4.037, -2.994], [3.356, -5.773, -1.265], [1.601, -5.344, 0.471], [0.329, -3.209, 0.351], [2.957, 0.471, -4.726], [2.430, 1.659, -3.525], [1.231, -0.676, -6.102], [-1.120, -0.563, -6.914], [-2.746, 0.881, -5.673], [-1.949, 2.099, -3.667], [-0.985, -1.004, 0.877], [-1.414, -1.104, 2.337], [-2.583, -2.466, 2.309], [-3.857, -2.247, 1.495], [-3.716, -1.770, 0.045], [-2.984, -2.739, -0.875], [-2.450, -2.037, -2.461], [-1.403, -0.994, -2.137], [-3.927, -1.131, -2.829], [-4.978, -1.757, -3.479], [-6.124, -1.024, -3.755], [-6.198, 0.316, -3.389], [-5.132, 0.932, -2.743], [-3.983, 0.205, -2.460], [-2.568, 0.197, 2.695], [-3.131, 0.234, 3.965], [-4.016, 1.255, 4.275], [-4.314, 2.228, 3.326], [-3.725, 2.188, 2.069], [-2.838, 1.167, 1.750], [-2.822, -2.686, 3.352], [-1.976, -3.292, 1.931], [-4.479, -1.519, 2.020], [-4.410, -3.192, 1.512], [-3.216, -0.803, 0.020], [-4.723, -1.612, -0.344], [-3.590, -3.611, -1.137], [-2.041, -3.087, -0.448], [-4.903, -2.797, -3.777], [-6.954, -1.495, -4.264], [-7.091, 0.885, -3.613], [-5.185, 1.975, -2.459], [-3.140, 0.664, -1.961], [-2.880, -0.515, 4.708], [-4.465, 1.295, 5.258], [-5.000, 3.027, 3.574], [-3.936, 2.954, 1.333], [-2.358, 1.154, 0.784], [5.217, 3.103, 4.037], [4.026, 2.408, 4.634], [4.133, 1.625, 5.771], [3.022, 0.977, 6.292], [3.197, -0.013, 7.723], [1.791, 1.097, 5.684], [1.663, 1.878, 4.538], [2.772, 2.538, 4.025], [2.753, 3.350, 2.933], [1.524, 3.514, 2.218], [1.210, 2.281, 1.381], [0.278, 1.526, 1.775], [1.899, 2.093, 0.342], [6.125, 2.849, 4.582], [5.088, 4.186, 4.057], [5.338, 2.824, 2.989], [5.094, 1.515, 6.258], [0.932, 0.580, 6.089], [0.709, 1.926, 4.034], [1.688, 4.366, 1.566], [0.703, 3.728, 2.903], [-1.455, 2.260, -1.061], [-2.299, 3.068, -1.137], [-3.342, 3.826, -1.087], [-3.746, 4.521, -2.139], [-4.183, 5.144, -3.012]], "lowdin_charge": [1.943, -0.171, -0.101, -0.265, -0.015, -0.050, -0.039, -0.129, 0.081, -0.197, -0.127, -0.275, -0.035, -0.057, -0.053, -0.137, 0.076, -0.150, -0.288, -0.033, -0.055, -0.049, -0.134, 0.091, 0.120, 0.129, 0.115, 0.101, 0.111, 0.113, 0.100, 0.086, 0.134, 0.117, 0.116, 0.109, 0.104, 0.089, 0.127, 0.130, 0.114, 0.109, 0.111, 0.093, -0.771, 1.018, -0.322, -0.201, -0.228, -0.307, 1.004, -0.716, -0.412, -0.087, -0.077, -0.065, -0.039, -0.082, -0.399, -0.090, -0.075, -0.065, -0.034, -0.071, 0.093, 0.086, 0.113, 0.121, 0.080, 0.122, 0.100, 0.071, 0.110, 0.104, 0.107, 0.101, 0.075, 0.111, 0.105, 0.106, 0.096, 0.060, -0.028, -0.207, -0.079, -0.681, 0.632, -0.111, 0.000, -0.233, -0.020, -0.074, -0.696, -0.165, -0.223, 0.077, 0.088, 0.083, 0.110, 0.104, 0.101, 0.136, 0.128, -0.033, -0.396, 0.047, -0.437, 0.075]}



- Which value of charge does entry 5 give?
  +5



Please write out number 3 again, unchanged.
{"formula": "C5H9N3O2", "method": "wB97M-V/def2-TZVPD", "smiles": "C[C@@H]1N=N[C@H](C(=O)O)N1C", "charge": 0, "gap_ev": 10.26, "elements": ["C", "C", "C", "C", "C", "N", "N", "N", "O", "O", "H", "H", "H", "H", "H", "H", "H", "H", "H"], "xyz": [[2.135, -0.373, -0.216], [1.146, -0.009, 0.867], [-0.735, 0.927, -0.050], [-0.727, 0.913, -1.563], [-1.330, -1.199, 1.159], [1.219, 1.398, 0.888], [0.237, 1.885, 0.311], [-0.367, -0.396, 0.357], [1.634, -1.069, -1.163], [3.302, -0.065, -0.119], [1.546, -0.481, 1.830], [-1.649, 1.224, 0.305], [-1.470, 0.012, -1.774], [0.215, 0.670, -1.950], [-1.076, 1.792, -1.918], [-2.310, -0.827, 0.825], [-1.235, -2.219, 0.967], [-1.213, -1.020, 2.169], [0.679, -1.162, -0.924]], "nbo_charge": [0.747, -0.077, 0.012, -0.573, -0.387, -0.101, -0.099, -0.500, -0.651, -0.564, 0.249, 0.199, 0.199, 0.219, 0.214, 0.202, 0.205, 0.190, 0.515]}



- Which formula does entry 6 have?
  C46H46BaClN7O5S2